No. 1
Formula: C5H6N2S
Source: the OMol25 dataset
Level of theory: the ωB97M-V functional and the def2-TZVPD basis

Positions of all 14 atoms, in Å:
1 C -0.854 0.529 0.834
2 C -0.930 0.580 -0.495
3 C 0.204 -0.136 -0.978
4 C 0.343 -0.269 1.278
5 C 0.641 -0.645 2.544
6 H -2.235 1.929 1.374
7 H -1.346 1.267 2.637
8 H -1.527 1.262 -1.143
9 H 1.640 -1.312 -0.058
10 H 1.504 -1.292 2.629
11 H -0.012 -0.469 3.395
12 N -1.727 1.105 1.735
13 N 0.960 -0.568 0.099
14 S 0.682 -0.344 -2.548

Results
**Maximum force**: 2.29 eV Å⁻¹
**Structure (SMILES)**: C=C1NC(=S)C=C1N
**ΔE to the lowest compared entry with this formula, charge and spin**: 0.8578 eV
**HOMO**: -8.15 eV
**HOMO-LUMO gap**: 0.2855 Ha
**Net charge**: 0



No. 2
Formula: C4H36NO16
Source: the OMol25 dataset
Level of theory: the ωB97M-V functional and the def2-TZVPD basis

Positions of all 57 atoms, in Å:
1 O 1.011 1.578 -2.424
2 C 0.271 1.399 -1.377
3 C -0.086 -0.124 -1.163
4 C 0.770 -0.791 -0.112
5 C 0.472 -2.294 0.023
6 O 0.661 -2.729 1.353
7 N 0.152 -0.791 -2.491
8 H 0.578 1.923 -0.448
9 H -1.160 -0.262 -0.936
10 H 0.558 -0.330 0.855
11 H 1.822 -0.630 -0.317
12 H -0.547 -2.515 -0.318
13 H 1.172 -2.912 -0.568
14 H -0.444 -1.616 -2.577
15 H 1.152 -1.080 -2.575
16 H -2.767 -2.725 -2.147
17 H -2.300 -1.751 -0.942
18 O -2.097 -2.075 -1.930
19 H -2.078 0.990 -2.723
20 H -1.066 2.689 -2.324
21 O -1.145 2.004 -1.641
22 H -1.867 1.447 1.734
23 H -1.424 0.298 2.624
24 O -1.457 1.276 2.615
25 H -1.930 -1.361 1.464
26 H -3.545 -1.474 0.640
27 O -2.662 -1.214 0.370
28 H 0.173 1.965 2.294
29 H 0.653 3.040 1.297
30 O 0.976 2.401 1.948
31 H 2.205 -1.864 2.000
32 H 2.173 -0.814 3.097
33 O 2.774 -1.198 2.424
34 H -0.017 -2.310 1.928
35 H -1.970 -1.915 3.058
36 O -1.378 -1.455 2.454
37 H 3.482 0.957 -0.789
38 H 2.618 1.259 -2.062
39 O 3.515 0.906 -1.781
40 H -2.665 -0.448 -2.830
41 H -0.081 -0.132 -3.242
42 O -2.381 0.309 -3.369
43 H 3.182 0.184 1.501
44 H 2.516 1.561 1.282
45 O 3.218 0.991 0.922
46 H -1.985 3.527 0.880
47 H -1.094 3.208 -0.353
48 O -1.171 3.794 0.433
49 H -0.068 -0.676 3.394
50 H 0.566 0.648 3.703
51 O 0.688 -0.290 3.893
52 H -2.724 0.494 0.260
53 H -2.055 1.571 -0.583
54 O -2.642 1.480 0.182
55 H 3.231 -0.575 -2.303
56 H 3.306 -2.033 -1.798
57 O 2.912 -1.518 -2.506

Results
**Maximum force**: 1.90 eV Å⁻¹
**ΔE to the lowest compared entry with this formula, charge and spin**: 1.2396 eV
**HOMO**: -6.09 eV
**HOMO-LUMO gap**: 0.3084 Ha
**Net charge**: -1



No. 3
Formula: C4H13NO2
Source: the OMol25 dataset
Level of theory: the ωB97M-V functional and the def2-TZVPD basis

Positions of all 20 atoms, in Å:
1 C 0.407 -0.696 -0.570
2 N -0.927 -0.344 0.064
3 C -1.424 -1.444 0.903
4 O -2.325 -1.077 1.891
5 C 1.261 0.513 -0.957
6 C 0.625 1.175 -2.240
7 H 1.123 -1.319 0.052
8 H 0.271 -1.339 -1.438
9 H -1.593 -0.096 -0.702
10 H -0.578 -1.960 1.342
11 H -1.967 -2.247 0.480
12 H -2.096 -0.119 1.801
13 H 2.255 0.193 -1.001
14 H 1.303 1.301 -0.218
15 H 0.486 0.471 -3.111
16 H -0.511 1.484 -2.115
17 H 1.261 1.952 -2.603
18 H -0.036 1.079 2.570
19 H 1.680 1.086 2.690
20 O 0.787 1.389 3.161

Results
**Maximum force**: 3.70 eV Å⁻¹
**Structure (SMILES)**: CCCNCO.O
**ΔE to the lowest compared entry with this formula, charge and spin**: 2.1790 eV
**HOMO**: -9.83 eV
**HOMO-LUMO gap**: 0.3889 Ha
**Net charge**: 0



No. 4
Formula: H14O7
Source: the OMol25 dataset
Level of theory: the ωB97M-V functional and the def2-TZVPD basis

Positions of all 21 atoms, in Å:
1 H 0.946 0.209 0.472
2 H -0.136 1.275 0.508
3 H 1.755 0.226 5.105
4 H 0.959 -0.775 4.284
5 H 4.319 -0.866 1.442
6 H 4.321 -2.214 2.145
7 H 1.063 -1.819 -2.664
8 H 0.982 -2.549 -3.995
9 H -1.933 0.892 -3.606
10 H -2.447 -0.514 -3.865
11 H -4.228 0.162 -0.309
12 H -2.899 -0.569 -0.224
13 H -1.824 3.725 0.933
14 H -1.044 2.685 0.147
15 O 0.646 1.002 0.015
16 O 1.017 -0.391 5.166
17 O 4.912 -1.524 1.823
18 O 0.502 -2.418 -3.169
19 O -1.714 0.076 -4.070
20 O -3.277 0.306 -0.361
21 O -1.919 3.082 0.222

Results
**Maximum force**: 0.50 eV Å⁻¹
**Structure (SMILES)**: O.O.O.O.O.O.O
**ΔE to the lowest compared entry with this formula, charge and spin**: 2.5228 eV
**HOMO**: -11.03 eV
**HOMO-LUMO gap**: 0.3921 Ha
**Net charge**: 0



No. 5
Formula: C5H8N2
Source: the OMol25 dataset
Level of theory: the ωB97M-V functional and the def2-TZVPD basis

Positions of all 15 atoms, in Å:
1 C 1.697 1.197 -0.550
2 C 0.437 0.359 -0.517
3 C 0.374 -1.117 -0.304
4 N 0.025 -0.184 0.766
5 C -1.363 -0.040 1.208
6 C -2.201 -0.823 0.288
7 N -2.355 -1.580 -0.576
8 H 2.417 0.845 0.194
9 H 1.477 2.250 -0.334
10 H 2.168 1.155 -1.538
11 H -0.369 0.737 -1.154
12 H -0.446 -1.673 -0.848
13 H 1.264 -1.702 -0.089
14 H -1.471 -0.440 2.222
15 H -1.655 1.016 1.231

Results
**Maximum force**: 1.66 eV Å⁻¹
**Structure (SMILES)**: C[C@H]1CN1CC#N
**ΔE to the lowest compared entry with this formula, charge and spin**: 2.1002 eV
**HOMO**: -9.72 eV
**HOMO-LUMO gap**: 0.3926 Ha
**Net charge**: 0



No. 6
Formula: C2H4F2N2O2
Source: the OMol25 dataset
Level of theory: the ωB97M-V functional and the def2-TZVPD basis

Positions of all 12 atoms, in Å:
1 C 0.256 -1.958 0.045
2 C 3.084 -0.574 0.148
3 N -1.327 -0.077 -0.291
4 N -0.083 -0.809 -0.133
5 O 0.689 -2.943 0.328
6 O 1.945 1.068 0.132
7 F 3.971 -0.038 1.002
8 F 3.546 -0.114 -1.035
9 H -1.081 0.896 -0.141
10 H -1.945 -0.238 0.485
11 H 1.213 0.469 0.056
12 H 2.210 1.281 -0.826

Results
**Maximum force**: 5.97 eV Å⁻¹
**ΔE to the lowest compared entry with this formula, charge and spin**: 3.5237 eV
**HOMO**: -9.94 eV
**HOMO-LUMO gap**: 0.3788 Ha
**Net charge**: 0